{
  "formula": "C45H43N5O2PPdS2",
  "method": "wB97M-V/def2-TZVPD",
  "symbols": ["Pd", "C", "C", "C", "C", "C", "C", "P", "C", "C", "C", "C", "C", "C", "C", "C", "C", "C", "C", "C", "H", "H", "H", "H", "H", "H", "H", "H", "H", "H", "H", "H", "H", "H", "O", "S", "C", "C", "C", "C", "S", "O", "C", "C", "C", "C", "C", "C", "C", "C", "C", "C", "C", "C", "H", "H", "H", "H", "H", "H", "H", "H", "H", "H", "H", "H", "H", "H", "H", "H", "H", "H", "C", "C", "N", "C", "C", "N", "C", "N", "N", "N", "C", "C", "C", "C", "C", "C", "H", "H", "H", "H", "H", "H", "H", "H", "H", "H", "H"],
  "coordinates": [[-0.725383, 0.289025, -0.561319], [6.799149, 1.583598, -2.085174], [6.171443, 1.558031, -3.319839], [4.857515, 1.118612, -3.420620], [4.159852, 0.708869, -2.289310], [4.804104, 0.731139, -1.051376], [6.113735, 1.166557, -0.949369], [2.420070, 0.171740, -2.482404], [2.379843, -1.131267, -1.199062], [1.609103, -1.064220, -0.049422], [1.483632, -2.139327, 0.819372], [2.180320, -3.306890, 0.555603], [2.978564, -3.385904, -0.580144], [3.069455, -2.315810, -1.455798], [1.553442, 1.663003, -1.795945], [2.165336, 2.899488, -2.065401], [1.520888, 4.110030, -1.886527], [0.207788, 4.141178, -1.444695], [-0.428746, 2.946680, -1.141612], [0.254110, 1.747333, -1.302593], [7.824201, 1.920640, -2.005526], [6.704331, 1.873784, -4.206790], [4.370533, 1.091580, -4.388001], [4.280255, 0.391610, -0.163188], [6.602535, 1.174424, 0.016486], [1.091368, -0.135059, 0.178984], [0.868147, -2.054881, 1.707112], [2.115843, -4.144302, 1.236801], [3.526697, -4.295120, -0.790567], [3.677312, -2.406256, -2.348778], [3.180395, 2.905929, -2.441520], [2.046126, 5.029747, -2.106553], [-0.313421, 5.080430, -1.315561], [-1.438722, 2.948984, -0.745061], [-2.837408, 0.651584, -1.781381], [-4.047481, 1.431158, -2.210751], [-5.010900, 0.264360, -3.194850], [-4.981437, -1.174276, -2.662573], [-4.196348, -2.108978, -3.585063], [-2.710959, -1.786404, -3.705717], [-1.521164, -2.538806, -2.535421], [-0.586736, -1.420647, -2.173648], [-2.541303, -2.944514, -1.127016], [-2.594428, -2.171888, 0.020235], [-3.349557, -2.584371, 1.105213], [-4.057661, -3.776767, 1.040440], [-3.988767, -4.563095, -0.099727], [-3.214921, -4.158550, -1.176859], [-5.067815, 1.522343, -0.741924], [-6.442463, 1.706619, -0.779006], [-7.139792, 1.859957, 0.409546], [-6.467302, 1.844291, 1.623752], [-5.090765, 1.679106, 1.649368], [-4.386799, 1.517919, 0.465370], [-4.578916, 0.340321, -4.194817], [-6.019202, 0.674580, -3.266803], [-6.005739, -1.540277, -2.584203], [-4.564501, -1.194459, -1.652946], [-4.623191, -2.048730, -4.589806], [-4.346872, -3.143071, -3.269961], [-2.498042, -0.723604, -3.582505], [-2.322789, -2.103559, -4.673831], [-2.055632, -1.229080, 0.077304], [-3.379334, -1.982197, 2.002748], [-4.646866, -4.101572, 1.886876], [-4.518184, -5.504691, -0.143250], [-3.122226, -4.796524, -2.047255], [-6.984347, 1.743697, -1.715623], [-8.212031, 1.995534, 0.383066], [-7.016272, 1.970271, 2.546753], [-4.559808, 1.685894, 2.592640], [-3.309865, 1.394291, 0.471708], [1.656755, 2.004489, 1.649115], [0.429039, 1.401963, 2.233116], [-0.690749, 1.138882, 1.587333], [-1.575580, 0.641602, 2.523761], [-0.981081, 0.611757, 3.741462], [0.291425, 1.102984, 3.550849], [1.358629, 1.121983, 4.534745], [2.326449, 0.089187, 4.280841], [1.937107, -1.204198, 4.386427], [2.895069, -1.969689, 4.051189], [3.969766, -1.189993, 3.681166], [5.229521, -1.557934, 3.196834], [6.098731, -0.541013, 2.887737], [5.737647, 0.814074, 3.060200], [4.503407, 1.191735, 3.535427], [3.619277, 0.150007, 3.836783], [1.405434, 2.514572, 0.722317], [2.417110, 1.250836, 1.434992], [2.092133, 2.735556, 2.330758], [-2.577480, 0.348607, 2.261681], [-1.323735, 0.283882, 4.706185], [0.915623, 0.972775, 5.517219], [1.867037, 2.085177, 4.519561], [5.494395, -2.598425, 3.075642], [7.086156, -0.773122, 2.512658], [6.460128, 1.581321, 2.814132], [4.245831, 2.233743, 3.665562]],
  "forces_ev_per_a": [[-0.54, -0.14, -0.18], [0.01, 0.01, 0.02], [0.03, 0.02, -0.01], [0.02, -0.04, -0.02], [0.06, -0.04, 0.06], [-0.03, 0.00, 0.03], [0.00, 0.00, -0.01], [0.03, -0.08, 0.03], [-0.20, 0.00, 0.02], [0.11, 0.01, 0.09], [0.11, 0.03, 0.01], [0.02, -0.01, 0.02], [0.02, -0.03, 0.01], [-0.01, 0.01, -0.05], [-0.16, 0.01, -0.09], [0.09, -0.02, -0.08], [0.00, 0.01, 0.01], [-0.07, -0.03, 0.03], [0.06, -0.08, 0.03], [0.13, 0.35, 0.01], [0.01, 0.00, 0.00], [0.01, 0.00, -0.01], [-0.02, 0.00, -0.01], [0.02, 0.01, -0.02], [0.02, 0.00, 0.00], [0.40, -0.05, 0.22], [-0.01, 0.00, 0.04], [-0.02, -0.02, 0.01], [0.00, 0.00, 0.00], [0.00, 0.01, -0.02], [-0.03, 0.02, 0.02], [0.00, 0.00, 0.00], [-0.01, 0.01, -0.01], [0.06, -0.01, -0.02], [0.11, 0.10, -0.07], [-0.05, -0.06, 0.02], [-0.16, -0.01, -0.03], [-0.01, 0.04, -0.01], [-0.01, -0.05, -0.01], [0.03, 0.04, -0.01], [0.01, -0.09, -0.15], [0.02, 0.22, 0.26], [0.00, -0.01, 0.09], [0.06, 0.13, -0.04], [0.01, -0.02, -0.02], [0.01, 0.03, 0.02], [0.00, -0.01, -0.01], [0.00, -0.01, 0.00], [0.00, -0.01, 0.01], [-0.08, 0.06, -0.03], [0.00, -0.01, 0.00], [0.00, 0.00, -0.01], [-0.01, -0.01, 0.01], [0.06, -0.03, 0.07], [0.03, -0.01, 0.00], [0.03, -0.02, 0.00], [0.01, 0.00, 0.01], [0.01, 0.01, -0.04], [-0.01, 0.01, 0.01], [0.00, 0.02, 0.00], [-0.03, -0.01, 0.01], [0.01, 0.00, 0.00], [-0.16, -0.15, 0.08], [-0.01, 0.02, 0.02], [-0.01, 0.00, 0.01], [-0.01, -0.02, 0.00], [0.01, -0.01, -0.02], [0.03, 0.00, 0.01], [-0.02, 0.00, 0.01], [-0.01, 0.00, 0.01], [-0.01, 0.01, 0.02], [-0.05, 0.02, -0.05], [0.04, 0.04, 0.03], [0.02, 0.29, -0.01], [0.02, -0.26, -0.32], [0.02, -0.04, 0.11], [0.02, -0.08, -0.01], [0.03, 0.05, -0.12], [0.02, 0.01, -0.01], [0.08, 0.01, 0.01], [-0.15, -0.02, 0.18], [-0.03, -0.08, -0.13], [0.08, 0.06, 0.00], [-0.04, 0.04, 0.03], [0.02, 0.06, 0.00], [0.04, -0.01, -0.01], [-0.03, -0.07, 0.01], [-0.06, 0.01, -0.12], [0.03, -0.02, 0.08], [0.01, -0.01, 0.01], [0.00, 0.00, 0.03], [0.00, -0.03, 0.00], [-0.02, -0.01, 0.02], [-0.04, 0.01, -0.03], [0.01, -0.05, 0.00], [0.00, -0.02, 0.00], [0.00, 0.00, -0.01], [0.01, 0.00, 0.00], [0.00, 0.02, 0.00]],
  "energy_ha": -3430.1699,
  "charge": 1,
  "e_homo_ev": -10.067,
  "molar_mass_g_mol": 887.40,
  "gap_ev": 7.4,
  "e_lumo_ev": -2.624
}

***

{
  "formula": "C45H43N5O2PPdS2",
  "method": "wB97M-V/def2-TZVPD",
  "symbols": ["Pd", "C", "C", "C", "C", "C", "C", "P", "C", "C", "C", "C", "C", "C", "C", "C", "C", "C", "C", "C", "H", "H", "H", "H", "H", "H", "H", "H", "H", "H", "H", "H", "H", "H", "O", "S", "C", "C", "C", "C", "S", "O", "C", "C", "C", "C", "C", "C", "C", "C", "C", "C", "C", "C", "H", "H", "H", "H", "H", "H", "H", "H", "H", "H", "H", "H", "H", "H", "H", "H", "H", "H", "C", "C", "N", "C", "C", "N", "C", "N", "N", "N", "C", "C", "C", "C", "C", "C", "H", "H", "H", "H", "H", "H", "H", "H", "H", "H", "H"],
  "coordinates": [[-0.585831, -0.392448, 0.015183], [0.602749, -2.228108, 5.622986], [0.560436, -2.836345, 4.374123], [-0.004072, -2.167463, 3.299644], [-0.543390, -0.893417, 3.477442], [-0.502978, -0.287729, 4.729410], [0.075580, -0.957380, 5.799293], [-1.319918, -0.101517, 2.056741], [-1.613082, 1.636757, 2.442957], [-2.895653, 2.164340, 2.519525], [-3.075815, 3.535497, 2.655629], [-1.976434, 4.379020, 2.720060], [-0.690824, 3.853074, 2.652552], [-0.510186, 2.488854, 2.509515], [-2.818436, -0.934302, 1.521364], [-4.128055, -1.139711, 1.932960], [-4.971555, -1.768466, 1.029252], [-4.504034, -2.149231, -0.237040], [-3.203326, -1.889616, -0.652402], [-2.358076, -1.241403, 0.239889], [1.046231, -2.748615, 6.461710], [0.966804, -3.830693, 4.240723], [-0.042102, -2.627632, 2.317897], [-0.917612, 0.703151, 4.865857], [0.109606, -0.487176, 6.773198], [-3.759950, 1.516546, 2.444901], [-4.077993, 3.944311, 2.700487], [-2.121401, 5.447369, 2.818445], [0.167782, 4.510865, 2.696525], [0.492034, 2.081453, 2.423178], [-4.474154, -0.847000, 2.916280], [-6.001132, -1.969613, 1.293549], [-5.187740, -2.644154, -0.915889], [-2.879202, -2.150625, -1.651412], [-0.457340, -1.172137, -2.030902], [0.539962, -0.617526, -3.032300], [2.099664, -1.523463, -2.786212], [1.915279, -2.921013, -2.204888], [1.731942, -2.993669, -0.683368], [2.896759, -2.363013, 0.091510], [2.465641, -0.754737, 0.847886], [1.697538, 0.046866, -0.202536], [4.114396, -0.082076, 0.852832], [5.020713, -0.541060, 1.799767], [6.307060, -0.026311, 1.798701], [6.667486, 0.944469, 0.872226], [5.744507, 1.407533, -0.053897], [4.453124, 0.895367, -0.067956], [0.054602, -1.383477, -4.569440], [0.647529, -0.946923, -5.746851], [0.277242, -1.536911, -6.944258], [-0.684364, -2.540056, -6.956930], [-1.280202, -2.954313, -5.775040], [-0.914066, -2.372630, -4.567102], [2.706053, -0.879311, -2.151580], [2.551846, -1.555764, -3.778053], [2.804152, -3.498876, -2.472431], [1.071433, -3.414727, -2.691980], [1.660414, -4.046287, -0.405981], [0.784305, -2.536606, -0.393847], [3.774719, -2.211754, -0.537092], [3.200959, -2.969572, 0.946682], [4.725978, -1.282274, 2.533816], [7.025630, -0.375216, 2.527889], [7.671052, 1.348229, 0.880131], [6.026224, 2.172438, -0.765099], [3.710576, 1.247012, -0.772103], [1.383585, -0.150884, -5.732067], [0.731135, -1.206903, -7.869005], [-0.974740, -2.993889, -7.895039], [-2.034211, -3.729918, -5.789310], [-1.369063, -2.671992, -3.632815], [-3.649709, 2.062419, -0.905622], [-2.280437, 2.604154, -1.119813], [-1.162002, 1.983102, -0.838208], [-0.136986, 2.847053, -1.161853], [-0.649932, 4.012640, -1.630919], [-2.022620, 3.853286, -1.606357], [-2.999766, 4.874844, -1.911751], [-3.571333, 5.489724, -0.740030], [-4.831193, 5.171562, -0.352388], [-5.122727, 5.805423, 0.716033], [-4.031851, 6.573799, 1.076977], [-3.858337, 7.459033, 2.144372], [-2.641219, 8.093155, 2.242254], [-1.612265, 7.859534, 1.303737], [-1.776021, 6.998560, 0.240959], [-3.016510, 6.360267, 0.150434], [-3.574171, 0.997567, -0.699199], [-4.285760, 2.208903, -1.780068], [-4.136995, 2.552895, -0.062355], [0.895168, 2.566765, -1.028779], [-0.188047, 4.917064, -1.988321], [-3.827378, 4.451063, -2.475585], [-2.511920, 5.637524, -2.516199], [-4.654605, 7.631150, 2.855904], [-2.462249, 8.786878, 3.052446], [-0.671598, 8.381457, 1.419174], [-0.982025, 6.828057, -0.472832]],
  "forces_ev_per_a": [[0.24, -0.63, -0.70], [0.00, 0.01, 0.02], [-0.03, 0.03, -0.06], [0.01, 0.00, 0.08], [-0.03, -0.05, 0.04], [0.03, -0.01, -0.03], [0.01, -0.01, 0.01], [-0.28, 0.15, 0.22], [0.05, -0.06, 0.04], [-0.05, 0.04, 0.00], [0.00, 0.01, 0.01], [-0.01, -0.04, 0.01], [-0.02, 0.00, 0.01], [0.03, -0.02, -0.01], [0.07, 0.43, -0.08], [0.03, -0.32, -0.02], [0.07, -0.05, -0.19], [-0.06, 0.05, 0.21], [0.00, 0.05, -0.06], [-0.02, 0.24, 0.47], [0.00, 0.00, 0.00], [0.00, 0.00, 0.00], [0.01, -0.01, 0.00], [-0.01, 0.00, 0.02], [0.00, 0.00, 0.00], [0.01, -0.01, 0.00], [0.01, 0.00, 0.00], [0.03, -0.02, 0.02], [0.00, 0.00, 0.00], [0.00, 0.01, 0.00], [-0.01, -0.02, 0.01], [0.00, 0.01, 0.02], [0.00, 0.00, 0.00], [0.01, 0.01, 0.01], [0.11, 0.01, -0.02], [-0.02, 0.03, 0.00], [-0.05, 0.00, 0.02], [0.04, 0.00, 0.02], [0.06, 0.02, 0.00], [-0.05, 0.00, -0.06], [-0.26, 0.07, -0.24], [-0.01, -0.07, 0.34], [-0.03, 0.13, 0.01], [-0.03, 0.01, 0.00], [0.00, 0.00, 0.00], [0.01, 0.01, 0.00], [-0.04, -0.02, 0.00], [0.05, -0.02, 0.00], [-0.06, -0.01, 0.03], [-0.01, 0.00, 0.01], [0.01, 0.01, -0.01], [0.00, -0.01, 0.00], [0.02, 0.03, 0.04], [0.01, -0.02, -0.05], [0.00, -0.01, 0.01], [0.03, -0.02, 0.00], [-0.01, -0.01, -0.01], [0.00, 0.00, 0.01], [0.01, 0.00, 0.01], [-0.01, 0.00, -0.01], [0.00, 0.02, -0.01], [0.00, -0.01, -0.01], [0.00, 0.01, 0.00], [0.00, 0.00, 0.00], [0.00, 0.00, 0.00], [0.00, 0.00, 0.00], [0.00, 0.01, 0.00], [0.00, 0.00, 0.00], [0.00, 0.00, 0.00], [0.00, 0.00, 0.00], [0.00, 0.00, 0.00], [-0.01, 0.01, 0.00], [0.01, 0.04, -0.05], [-0.03, 0.01, 0.17], [0.31, -0.01, -0.28], [-0.12, 0.05, 0.05], [0.00, -0.02, 0.03], [-0.06, 0.08, 0.03], [0.02, -0.02, 0.02], [0.09, -0.14, 0.02], [0.00, 0.05, 0.06], [0.07, -0.01, -0.07], [-0.10, 0.00, 0.01], [0.01, 0.00, 0.05], [-0.01, -0.03, 0.01], [-0.05, -0.02, -0.06], [0.03, 0.02, 0.05], [0.00, 0.10, -0.11], [0.00, -0.03, 0.01], [0.01, -0.01, -0.01], [-0.02, 0.02, 0.00], [0.00, -0.01, 0.00], [-0.01, -0.01, -0.01], [-0.03, 0.00, 0.02], [0.01, 0.00, -0.02], [0.01, 0.00, -0.01], [0.00, 0.00, 0.00], [0.00, 0.00, 0.01], [0.00, 0.00, 0.00]],
  "energy_ha": -3430.2465,
  "charge": 1,
  "e_homo_ev": -10.234,
  "molar_mass_g_mol": 887.40,
  "gap_ev": 8.5,
  "e_lumo_ev": -1.753
}